Record 1
Here is a cluster of 13 separate species, C53H53Cl9N10 in total at a distorted geometry from the OMol25 dataset. Energies are from wB97M-V/def2-TZVPD.

Values from the calculation:
Kohn-Sham gap = 9.4 eV
DFT total energy = -183421.963 eV
molar mass = 1149.2 u

```
! RIJCOSX wB97M-V def2-TZVPD def2/J DEFGRID3
* xyz 0 1
N 14.1000 20.2975 1.8968
C 14.4390 21.2400 2.7585
C 14.7233 22.5484 2.3733
C 14.6105 22.9005 1.0394
C 14.1648 21.9182 0.1471
C 13.9710 20.6265 0.5984
H 14.5278 20.9179 3.7924
H 15.0096 23.3229 3.0739
H 14.8797 23.9115 0.7677
H 13.9935 22.1921 -0.8867
H 13.6922 19.8181 -0.0630
N 10.0889 21.8100 10.8501
C 10.3175 21.8296 9.5430
C 10.6628 22.9940 8.8595
C 10.7952 24.1787 9.5622
C 10.4730 24.1616 10.9071
C 10.1503 22.9571 11.5235
H 10.2112 20.9109 8.9857
H 10.8484 22.9658 7.7922
H 11.0581 25.1017 9.0635
H 10.4437 25.0773 11.4848
H 9.9755 22.9488 12.5921
N 14.8062 24.0830 7.0381
C 14.2439 23.3779 6.0714
C 13.0871 23.7335 5.3788
C 12.3756 24.8176 5.8361
C 12.9417 25.5755 6.8717
C 14.1389 25.1874 7.4265
H 14.7928 22.5171 5.7001
H 12.7069 23.0879 4.5971
H 11.3973 25.0995 5.4667
H 12.4212 26.4316 7.2833
H 14.5393 25.7960 8.2281
N 19.3551 22.3167 8.5732
C 19.8134 21.8641 7.4133
C 18.9949 21.2173 6.4822
C 17.6872 20.9355 6.8096
C 17.2589 21.2654 8.0942
C 18.0830 22.0243 8.9000
H 20.8706 21.9550 7.2011
H 19.3859 20.9399 5.5111
H 17.0420 20.4130 6.1146
H 16.2976 20.9424 8.4721
H 17.8030 22.2904 9.9072
N 11.4805 17.1622 12.8448
C 11.2048 18.4305 12.5280
C 10.4587 19.2731 13.3244
C 9.8599 18.7541 14.4735
C 10.1248 17.4382 14.8110
C 10.9701 16.7010 13.9792
H 11.6335 18.8432 11.6208
H 10.2704 20.2855 12.9910
H 9.1548 19.3099 15.0776
H 9.6880 16.9844 15.6894
H 11.2085 15.6788 14.2502
N 10.2907 22.2607 3.0115
C 9.1481 22.9496 2.9656
C 8.8617 23.8945 1.9950
C 9.7973 24.0903 0.9877
C 10.9959 23.4049 1.0102
C 11.1802 22.4789 2.0337
H 8.3904 22.6904 3.6951
H 7.9481 24.4684 2.0625
H 9.5842 24.8334 0.2280
H 11.7497 23.5992 0.2614
H 12.0283 21.8073 2.0674
N 12.0907 17.6040 1.0283
C 11.7629 18.0742 -0.1758
C 11.0215 19.2435 -0.3680
C 10.4499 19.8232 0.7566
C 10.7008 19.2925 2.0061
C 11.5656 18.2151 2.0953
H 12.1230 17.4738 -1.0036
H 10.8241 19.5854 -1.3738
H 9.9460 20.7721 0.6065
H 10.2686 19.7188 2.9019
H 11.7764 17.6976 3.0269
N 13.2376 20.1659 5.7466
C 13.1957 19.8562 7.0480
C 12.0967 19.3380 7.7002
C 10.9146 19.1725 6.9906
C 10.9268 19.4175 5.6268
C 12.0757 19.9818 5.0826
H 14.1091 19.9117 7.6327
H 12.1170 19.1234 8.7616
H 9.9575 18.9075 7.4237
H 10.0118 19.4206 5.0548
H 12.1027 20.2611 4.0348
N 15.4518 22.3548 10.8693
C 14.1869 22.0273 10.5914
C 13.3475 21.4486 11.5371
C 13.8347 21.1810 12.7959
C 15.1440 21.4811 13.0747
C 15.9517 21.9938 12.0531
H 13.8233 22.1894 9.5827
H 12.3307 21.1813 11.2903
H 13.2178 20.7949 13.6000
H 15.5880 21.2777 14.0415
H 16.9594 22.3248 12.2750
N 14.3514 16.2652 9.0174
C 14.2369 16.5615 10.3189
C 14.8692 17.6260 10.9453
C 15.7244 18.3840 10.1651
C 15.9369 18.0648 8.8374
C 15.1999 17.0184 8.3013
H 13.5817 15.8920 10.8614
H 14.7285 17.7866 12.0042
H 16.3119 19.1653 10.6398
H 16.6176 18.6189 8.2072
H 15.2708 16.7102 7.2698
C 8.0319 17.1706 10.6990
Cl 6.8032 16.6503 9.5035
Cl 7.2773 17.3621 12.3043
Cl 8.7534 18.6815 10.1473
H 8.7739 16.3854 10.7396
C 14.5364 17.3239 4.1048
Cl 15.9767 18.0997 4.8440
Cl 13.4684 16.6402 5.3460
Cl 15.0113 16.1342 2.9200
H 13.9847 18.0921 3.5725
C 7.0267 21.8489 6.9362
Cl 7.7147 20.8449 5.6383
Cl 7.8397 23.4127 6.9052
Cl 7.1056 21.0613 8.5250
H 6.0063 22.0246 6.6233
*
```

---

Record 2
Here is a structure of composition C30H53FO12S6 at a distorted geometry from the OMol25 dataset. Energies are from wB97M-V/def2-TZVPD.

Values from the calculation:
Kohn-Sham gap = 9.6 eV
DFT total energy = -124253.795 eV
molar mass = 817.1 u

```
! RIJCOSX wB97M-V def2-TZVPD def2/J DEFGRID3
* xyz 0 1
F -7.2909 15.7187 -5.6465
C -8.2325 14.9573 -5.1516
C -8.1188 14.5236 -3.8106
C -9.1818 13.7081 -3.2979
C -10.3147 13.3404 -4.1038
C -10.3762 13.8488 -5.3514
C -9.3111 14.5625 -5.9129
H -7.2913 14.5432 -3.2626
H -9.0734 13.4522 -2.3246
H -11.0568 12.7053 -3.5008
H -11.2890 13.9195 -5.8806
H -9.2895 15.0451 -6.9653
C -7.2002 11.5190 -7.5704
C -6.1187 11.4899 -6.4403
C -5.2708 10.3819 -6.8225
S -5.0347 10.4601 -8.5362
O -5.1377 9.1478 -9.0867
O -3.8831 11.2807 -8.7281
C -6.4104 11.4798 -8.9214
H -7.9699 12.2554 -7.4386
H -7.9075 10.6094 -7.3817
H -6.5730 11.5421 -5.5384
H -5.5291 12.3599 -6.6063
H -5.7967 9.4513 -6.7015
H -4.2629 10.3980 -6.4850
H -6.9370 11.0249 -9.7106
H -6.0926 12.4512 -9.4425
C -16.0831 8.5152 -1.0818
C -15.3043 8.6322 -2.3402
C -14.0627 9.3206 -2.1809
S -13.4476 8.8113 -0.6886
O -13.0523 9.8313 0.2330
O -12.5125 7.7237 -0.8524
C -14.9146 8.0938 -0.0626
H -16.9131 7.9124 -1.1494
H -16.1928 9.5366 -0.9828
H -15.8490 9.0581 -3.1442
H -15.0604 7.6228 -2.7772
H -14.2723 10.3390 -2.1786
H -13.4163 8.8621 -2.7892
H -15.2085 8.1604 0.8110
H -14.7762 6.9894 -0.2267
C -5.1397 3.9422 -2.1675
C -6.0995 3.9492 -3.4631
C -7.1831 3.1289 -3.1303
S -7.5660 3.5748 -1.4528
O -7.6966 2.3150 -0.7014
O -8.6206 4.5371 -1.3001
C -6.0184 4.2417 -1.0094
H -4.2230 4.6742 -2.2580
H -4.6411 2.8967 -2.2157
H -5.3764 3.6321 -4.1267
H -6.4692 5.0038 -3.8016
H -6.9586 2.0272 -3.2647
H -7.8568 3.3772 -3.9222
H -5.4896 3.6361 -0.2081
H -6.1011 5.1488 -0.7351
C -12.5465 10.3221 -6.3872
C -13.5503 9.1408 -6.2745
C -12.9292 7.9883 -6.6775
S -12.1015 8.5669 -8.1246
O -12.9280 8.1256 -9.2741
O -10.7740 8.0051 -8.0324
C -12.1362 10.2953 -7.8846
H -11.7008 10.2078 -5.7284
H -13.0040 11.4192 -6.3613
H -14.5242 9.2821 -6.9976
H -14.0401 9.1053 -5.3999
H -13.7521 7.3144 -6.9476
H -12.0438 7.3692 -6.1148
H -12.9307 10.7708 -8.5498
H -11.2716 10.7485 -8.0562
C -7.8036 7.8651 -4.3137
C -7.8441 7.7181 -2.7204
C -9.2129 7.8900 -2.3861
S -10.0482 8.8182 -3.5754
O -10.4332 10.0690 -3.0817
O -11.0657 7.9246 -4.1882
C -8.7081 8.9721 -4.6949
H -8.2334 6.9759 -4.6128
H -6.8159 7.9913 -4.6068
H -7.2190 8.5408 -2.2259
H -7.2933 6.9386 -2.3320
H -9.4513 8.2740 -1.4215
H -9.7279 7.0728 -2.3911
H -8.0485 9.9603 -4.4856
H -8.9088 8.9915 -5.5948
C -12.7250 2.7314 -2.5192
C -11.8404 3.8122 -2.7797
C -12.4027 5.0545 -2.5303
S -14.0821 4.8996 -3.2916
O -14.1929 5.5670 -4.5905
O -15.0780 5.1966 -2.2571
C -14.0133 3.2579 -3.3614
H -12.9511 2.9827 -1.4675
H -12.4287 1.8720 -2.7737
H -11.6082 3.6177 -3.7934
H -10.8803 3.8216 -2.1338
H -11.9873 5.9554 -2.8262
H -12.7883 5.0594 -1.5060
H -13.6905 2.9175 -4.3366
H -15.0958 2.7268 -3.2844
*
```

---

Record 3
Here is the ion C3H9N2 with charge +1 at a distorted geometry from the OMol25 dataset. Energies are from wB97M-V/def2-TZVPD.

Values from the calculation:
Kohn-Sham gap = 11.5 eV
DFT total energy = -6228.744 eV
molar mass = 73.1 u
structure (SMILES) = C=C[NH2+]CN

```
! RIJCOSX wB97M-V def2-TZVPD def2/J DEFGRID3
* xyz 1 1
C 0.5571 -1.0599 -0.7626
N 1.8400 -0.4000 -0.9800
H 0.6247 -2.0951 -0.4592
H -0.1841 -0.7570 -1.5079
H 1.7443 0.0805 -1.8767
H 2.5333 -1.1047 -1.2388
C -1.4201 1.5371 1.0991
C -1.3052 0.4519 0.3460
N -0.0301 -0.3043 0.4609
H -2.1776 2.3055 1.0325
H -0.5986 1.8146 1.7651
H -2.1979 -0.1557 0.2138
H 0.6479 0.4612 0.5434
H -0.0337 -0.7742 1.3644
*
```

---

Record 4
Here is the molecule C7H5N3O4 at a distorted geometry from the OMol25 dataset. Energies are from wB97M-V/def2-TZVPD.

Values from the calculation:
Kohn-Sham gap = 8.4 eV
DFT total energy = -19988.735 eV
molar mass = 195.1 u

```
! RIJCOSX wB97M-V def2-TZVPD def2/J DEFGRID3
* xyz 0 1
C 0.8610 0.5449 0.7366
C 0.2717 1.5164 1.5626
C 1.3815 0.7427 -0.5973
C 1.0198 0.0010 -1.6720
C -0.6115 -1.8650 -0.5336
C -0.1745 -0.9850 -1.6818
C -1.2809 -0.7722 -0.7121
N 0.0552 0.9846 2.7490
N 0.9899 -0.5141 1.5089
N -2.2432 0.2838 -0.3548
O 1.4570 -1.5585 1.1442
O -3.3908 -0.0527 -0.1209
O -1.7061 1.3959 -0.2550
O 0.4554 -0.2462 2.7474
H 2.1804 1.4945 -0.7780
H 1.4926 0.2223 -2.5727
H -0.4107 -2.5320 0.1984
H 0.0236 2.4851 1.3183
H -0.3703 -1.1457 -2.6874
*
```

---

Record 5
Here is the molecule C3H6OSe at a distorted geometry from the OMol25 dataset. Energies are from wB97M-V/def2-TZVPD.

Values from the calculation:
Kohn-Sham gap (spin up / spin down) = 6.5 / 8.3 eV
DFT total energy = -70596.829 eV
molar mass = 137.0 u

```
! RIJCOSX wB97M-V def2-TZVPD def2/J DEFGRID3
* xyz 0 1
C -1.0740 0.3374 0.2031
C -0.2744 -0.9291 0.6732
C 1.2534 0.1353 -1.6527
O -1.1703 0.6305 -1.0812
Se 0.7657 -1.4789 -1.0428
H -2.1806 -0.0414 0.6229
H -0.7172 1.3135 0.8110
H 0.2855 -0.7678 1.6325
H -0.7473 -1.8235 0.9722
H 1.3334 0.2313 -2.8197
H 1.4599 1.0805 -1.0019
*
```

---

Record 6
Here is the molecule C4H7NS at a distorted geometry from the OMol25 dataset. Energies are from wB97M-V/def2-TZVPD.

Values from the calculation:
Kohn-Sham gap = 9.2 eV
DFT total energy = -16585.701 eV
molar mass = 101.2 u
structure (SMILES) = C1=NSCCC1

```
! RIJCOSX wB97M-V def2-TZVPD def2/J DEFGRID3
* xyz 0 1
C 0.7283 -0.1145 -0.7105
C 1.3029 0.2004 0.7134
C -1.5743 0.3374 0.1616
C -0.7301 -0.5882 -0.5962
H 0.7753 0.6719 -1.4250
H 1.3496 -0.9374 -1.1100
H 2.3027 0.5211 0.4438
H 1.3466 -0.6614 1.3851
H -2.6260 0.1924 0.0167
H -1.3047 -0.7462 -1.6074
H -0.7352 -1.5338 0.0374
N -1.2216 1.1279 1.1365
S 0.3867 1.5303 1.5545
*
```

---

Which formula does entry 1 have?
C53H53Cl9N10

---

What is the DFT total energy in the second record?
-124253.795 eV

---

What is the formula in the sixth record?
C4H7NS

---

The lowest molar mass belongs to which entry?
C3H9N2